<A>
15
Properties=species:S:1:pos:R:3:mulliken_charge:R:1 method="wB97M-V/def2-TZVPD" total_charge=+1
C 1.35038 1.08949 -0.27209 -0.04
C 2.32960 -1.03097 0.14922 -0.19
C 0.14839 0.33401 -0.64277 -0.31
C -3.18458 -0.35449 0.32204 -0.59
N -1.00750 0.25693 -0.39724 0.65
N -2.19862 0.12351 -0.59443 -0.90
N 2.45775 0.20646 -0.14428 0.02
H 1.60681 1.93187 -0.88912 0.35
H 1.01397 1.52814 0.70345 0.29
H 3.15712 -1.65814 0.24291 0.31
H 1.32537 -1.51361 0.00549 0.30
H -3.10126 0.11596 1.30561 0.29
H -3.19740 -1.51552 0.56012 0.26
H -4.06045 -0.05353 -0.15585 0.29
H 3.36041 0.53989 -0.19306 0.27

<B>
15
Properties=species:S:1:pos:R:3:mulliken_charge:R:1 method="wB97M-V/def2-TZVPD" total_charge=+1
C -0.22352 0.25001 -2.48652 -0.01
C -0.77577 -0.88862 -0.80397 -0.01
C -0.29376 -0.13725 2.10908 -1.04
C 0.45859 0.37490 0.94234 -0.13
N -0.91789 -0.79821 -2.11241 -0.42
N 0.35638 0.82866 -1.42046 -0.31
N 0.01083 0.10231 -0.33099 0.44
H -0.13177 0.59538 -3.49826 0.41
H -1.21238 -1.66086 -0.20238 0.35
H -1.24560 0.39603 2.19849 0.36
H 0.27282 0.04800 3.01714 0.35
H -0.51352 -1.19969 2.04130 0.33
H 2.26219 -0.86013 0.88084 0.12
H 1.00242 1.30235 1.04518 0.34
H 0.95098 1.64712 -1.37938 0.22

<C>
15
Properties=species:S:1:pos:R:3:mulliken_charge:R:1 method="wB97M-V/def2-TZVPD" smiles="C=NC[NH+]=C=NC" total_charge=+1
C 0.82728 -1.80984 -1.58755 -0.28
N 0.69865 -0.82827 -0.80884 -0.35
C 1.71279 0.20000 -0.55604 -0.42
N 0.87766 1.37758 -0.15503 -0.23
C -0.22248 1.17684 0.48439 0.38
N -1.11586 0.72758 1.05955 0.10
C -2.41204 0.36781 1.56293 -0.61
H 0.05768 -2.55384 -1.56204 0.25
H 1.60188 -2.05057 -2.24503 0.27
H 2.32762 -0.15706 0.23357 0.32
H 2.29912 0.59017 -1.35761 0.41
H 1.46516 2.14919 -0.27500 0.23
H -3.25668 1.01453 1.19714 0.31
H -2.55656 -0.63166 1.29456 0.32
H -2.30423 0.42754 2.71501 0.28

<D>
15
Properties=species:S:1:pos:R:3:mulliken_charge:R:1 method="wB97M-V/def2-TZVPD" total_charge=+1
C 4.88701 -0.44253 -0.41002 -0.75
C 3.61270 -0.57756 -0.51971 0.66
C -1.40202 0.19784 0.01440 0.78
C -1.55964 0.49940 1.44423 -1.10
N -0.35199 -0.36217 -0.52678 -0.24
N -2.54704 0.45360 -0.72183 -0.50
N 2.42294 -0.48003 -0.48098 -0.42
H 5.85725 -0.74006 -0.69906 0.37
H -1.66247 1.61873 1.50646 0.34
H -0.64023 0.18408 1.94388 0.36
H -2.37022 -0.06439 1.87151 0.35
H -3.49080 0.62703 -0.29221 0.31
H -2.82847 -0.16359 -1.52419 0.27
H -0.44330 -0.52389 -1.54190 0.26
H 0.51627 -0.22647 -0.06381 0.33

Pick <C>: it beats the second-best structure by 0.0485 hartree.

<A>
15
Properties=species:S:1:pos:R:3:mulliken_charge:R:1 method="wB97M-V/def2-TZVPD" total_charge=+1
C -0.36166 1.85160 1.44369 0.06
C 0.72854 0.06277 0.73417 0.28
C 1.29415 -1.40962 -0.50366 -0.78
C -1.70228 0.24197 -0.01881 -0.73
N 0.87872 1.98536 1.76391 -0.59
N 1.58350 0.87757 1.35485 0.28
N -0.49999 0.68339 0.72010 0.04
H -1.21400 2.55446 1.37990 0.37
H 1.03898 -2.34449 0.13185 0.33
H 0.67352 -1.27315 -1.31529 0.37
H 2.41075 -1.21341 -0.62839 0.34
H -2.37651 -0.18477 0.80245 0.31
H -2.08439 1.23821 -0.56992 0.32
H -1.34017 -0.50061 -0.67766 0.25
H 2.51562 0.81651 1.52935 0.14

<B>
15
Properties=species:S:1:pos:R:3:mulliken_charge:R:1 method="wB97M-V/def2-TZVPD" smiles="[NH2+]=CCCC1=NN1" total_charge=+1
N -2.51662 -0.43057 0.30060 -0.31
C -1.77144 0.69804 0.12314 0.02
C -0.31253 0.63277 -0.10093 -0.44
C 0.50819 -0.63591 -0.20336 -0.32
C 1.93084 -0.18151 -0.05471 0.26
N 2.61124 0.81050 0.36211 -0.43
N 3.24053 -0.53781 0.02310 -0.40
H -2.31566 -1.29553 0.79079 0.29
H -3.51598 -0.20420 0.39112 0.29
H -2.14098 1.70937 -0.01611 0.39
H 0.16396 1.20899 0.71823 0.39
H -0.23941 1.40998 -1.03606 0.34
H 0.37420 -1.22328 0.71555 0.26
H 0.33912 -1.30145 -1.07644 0.39
H 3.64453 -0.65938 -0.93702 0.26

<C>
15
Properties=species:S:1:pos:R:3:mulliken_charge:R:1 method="wB97M-V/def2-TZVPD" total_charge=+1
C 2.12345 0.85219 -1.20778 0.40
C 2.56359 0.22057 0.98171 -0.24
C -0.90170 0.69888 -0.27420 -0.12
C -2.10113 -1.41684 -0.06716 -0.72
N 2.42576 1.24074 -2.20435 -0.30
N 1.78347 0.40021 0.02540 -0.31
N -1.71804 -0.06779 0.32931 -0.07
H 3.66390 0.59098 1.00040 0.27
H 2.07525 0.07636 1.98876 0.24
H -0.81703 1.71034 0.03061 0.38
H -0.39587 0.41868 -1.21905 0.20
H -1.80579 -1.58420 -1.05253 0.31
H -1.62589 -2.17258 0.52485 0.31
H -3.20502 -1.22945 -0.09821 0.34
H -2.06495 0.26190 1.24223 0.33

Pick <A>: it beats the second-best structure by 0.0161 hartree.